1.
This record from the Open Molecules 2025 dataset describes a structure of composition C21H45ClIN4O4SSi2 at a distorted geometry. The level of theory is wB97M-V/def2-TZVPD.

## Properties
Multiplicity: 1
LUMO energy (eV): -2.39
Net charge: +1
Gap between HOMO and LUMO (Eh): 0.303

Element x y z (Å)
C  -0.05  4.42  1.45
C  -0.91  3.61  0.35
C  -2.41  3.43  0.91
Cl  -2.46  3.29  2.76
Si  -3.33  1.88  0.20
S  -4.67  1.11  1.70
C  -4.45  2.57  -1.23
C  -5.67  3.48  -0.67
C  -7.12  2.99  -1.16
C  -7.71  1.73  -0.36
N  -8.55  2.13  0.81
C  -8.05  1.55  2.08
N  -7.99  0.25  2.32
N  -7.60  2.49  3.14
O  -2.28  0.71  -0.54
Si  -2.19  -0.79  0.31
C  -0.35  -1.39  0.12
C  0.70  -0.19  0.20
O  0.73  0.52  1.24
O  1.58  0.01  -0.90
C  -3.25  -2.18  -0.55
C  -4.58  -1.62  -1.23
O  -4.59  -0.85  -2.22
I  -6.47  -2.32  -0.34
H  0.88  4.87  0.94
H  0.35  3.74  2.29
H  -0.64  5.28  1.91
H  -0.87  4.23  -0.62
H  -0.48  2.56  0.20
H  -3.08  4.34  0.65
H  -5.41  0.03  1.22
H  -3.75  3.23  -1.86
H  -4.93  1.73  -1.84
H  -5.61  3.59  0.47
H  -5.51  4.53  -1.13
H  -7.16  2.78  -2.29
H  -7.86  3.86  -0.99
H  -6.87  1.00  -0.12
H  -8.41  1.17  -1.09
H  -9.50  1.76  0.69
H  -7.63  0.08  3.28
H  -6.87  2.04  3.73
H  -7.06  3.21  2.62
H  -2.42  -0.70  1.75
H  -0.17  -2.07  1.04
H  -0.21  -2.07  -0.80
H  1.09  -0.22  -1.73
H  -3.45  -3.01  0.23
H  -2.59  -2.57  -1.41
C  3.59  -1.98  0.95
C  4.54  -0.80  0.79
C  5.50  -0.83  -0.40
N  6.53  -1.98  -0.46
C  7.60  -1.54  -1.47
C  8.58  -2.65  -1.82
C  7.87  -3.89  -2.32
C  6.85  -4.36  -1.30
C  5.86  -3.26  -0.95
C  7.17  -2.17  0.91
H  4.09  -2.84  1.39
H  2.78  -1.71  1.63
H  3.14  -2.27  0.00
H  5.09  -0.64  1.72
H  3.92  0.09  0.66
H  6.09  0.09  -0.38
H  4.95  -0.85  -1.35
H  7.07  -1.22  -2.37
H  8.12  -0.68  -1.04
H  9.27  -2.29  -2.59
H  9.21  -2.90  -0.95
H  8.59  -4.69  -2.51
H  7.37  -3.67  -3.27
H  7.35  -4.71  -0.39
H  6.30  -5.22  -1.70
H  5.19  -3.62  -0.17
H  5.27  -2.99  -1.83
H  6.41  -2.53  1.60
H  7.56  -1.21  1.23
H  7.97  -2.90  0.83


2.
This record from the Open Molecules 2025 dataset describes a structure of composition C21H45N2P3SSeY at a distorted geometry. The level of theory is wB97M-V/def2-TZVPD.

## Properties
Multiplicity: 1
LUMO energy (alpha / beta) (eV): -11.59 / -11.47
Net charge: +3
Gap between HOMO and LUMO (alpha / beta) (Eh): 0.199 / 0.204

Element x y z (Å)
Y  0.91  0.57  -0.35
P  -1.30  -0.45  1.32
P  1.74  -1.44  1.42
P  -1.57  1.24  -1.43
H  4.93  0.36  -4.30
C  4.52  1.34  -4.08
C  3.69  1.69  -3.10
H  3.43  1.11  -2.20
C  -2.23  -1.99  0.82
C  -1.00  -0.96  3.06
C  -2.80  0.51  1.67
C  3.07  -1.44  0.17
C  2.62  -1.53  3.01
C  1.08  -3.18  1.31
C  -0.75  1.58  -3.04
C  -2.54  2.74  -1.11
C  -2.85  0.01  -1.85
H  4.85  2.13  -4.77
H  3.30  2.73  -3.13
H  -3.01  -2.11  1.59
H  -1.60  -2.90  0.81
H  -2.74  -1.86  -0.14
H  -1.99  -1.18  3.48
H  -0.57  -0.14  3.64
H  -0.37  -1.87  3.15
H  -3.37  -0.04  2.41
H  -3.42  0.70  0.79
H  -2.56  1.46  2.13
H  3.93  -1.91  0.64
H  3.38  -0.43  -0.12
H  2.80  -2.00  -0.72
H  3.32  -2.38  3.02
H  1.92  -1.64  3.85
H  3.19  -0.60  3.15
H  1.83  -3.87  1.73
H  0.89  -3.44  0.25
H  0.15  -3.28  1.89
H  -1.52  1.87  -3.76
H  -0.26  0.68  -3.42
H  -0.01  2.39  -2.94
H  -2.77  3.25  -2.06
H  -1.98  3.42  -0.46
H  -3.49  2.47  -0.63
H  -3.33  0.28  -2.80
H  -3.62  -0.05  -1.06
H  -2.39  -0.98  -1.98
C  0.81  -2.41  -3.53
C  2.14  -2.04  -3.82
C  2.60  -2.00  -5.12
C  1.82  -2.53  -6.14
C  0.53  -3.01  -5.88
C  0.02  -2.96  -4.58
Se  0.01  -2.07  -1.89
H  1.42  0.03  -2.18
H  2.77  -1.67  -3.02
H  3.57  -1.53  -5.32
H  2.27  -2.57  -7.12
H  -0.11  -3.42  -6.66
H  -0.99  -3.31  -4.32
S  0.40  2.69  1.35
C  -0.49  2.58  2.85
N  0.05  1.92  3.92
C  -0.50  2.04  5.29
C  -2.00  2.15  5.24
C  -2.42  3.28  4.32
N  -1.69  3.19  3.02
H  1.03  1.69  3.79
H  -0.08  2.94  5.77
H  -0.19  1.17  5.88
H  -2.41  2.36  6.23
H  -2.47  1.20  4.94
H  -2.16  4.26  4.76
H  -3.49  3.28  4.11
H  -1.92  3.85  2.26


3.
This record from the Open Molecules 2025 dataset describes a structure of composition C21H45O2P3Yb at a distorted geometry. The level of theory is wB97M-V/def2-TZVPD.

## Properties
Multiplicity: 2
LUMO energy (alpha / beta) (eV): -9.28 / -10.81
Expectation value of S²: 0.7548
Net charge: +3
Gap between HOMO and LUMO (alpha / beta) (Eh): 0.222 / 0.165

Element x y z (Å)
Yb  1.23  1.37  -2.49
P  1.32  1.22  2.48
P  1.03  -1.83  2.03
P  -2.67  -0.41  1.26
H  -0.96  1.91  -5.91
C  -1.55  2.65  -5.37
C  -1.06  3.54  -4.50
H  0.01  3.73  -4.37
C  2.93  1.86  1.91
C  1.71  0.97  4.25
C  0.27  2.71  2.69
C  0.23  -3.29  1.18
C  2.79  -2.33  1.74
C  0.80  -2.35  3.79
C  -3.70  1.02  1.00
C  -2.19  -0.29  2.98
C  -3.61  -1.92  1.06
H  -2.65  2.60  -5.55
H  -1.75  4.15  -3.90
H  2.81  2.22  0.89
H  3.65  1.04  1.91
H  3.31  2.67  2.53
H  2.42  0.15  4.38
H  0.79  0.73  4.79
H  2.13  1.89  4.66
H  -0.23  2.94  1.74
H  0.86  3.57  3.01
H  -0.50  2.52  3.45
H  0.45  -4.21  1.75
H  0.64  -3.39  0.15
H  -0.86  -3.14  1.12
H  2.94  -3.37  2.04
H  3.44  -1.67  2.33
H  3.03  -2.21  0.67
H  0.44  -3.39  3.85
H  0.05  -1.68  4.24
H  1.74  -2.24  4.35
H  -4.49  0.95  1.75
H  -4.09  1.00  -0.03
H  -3.07  1.90  1.13
H  -2.99  0.27  3.43
H  -1.24  0.24  3.12
H  -2.14  -1.27  3.41
H  -4.57  -1.62  1.47
H  -3.19  -2.73  1.66
H  -3.70  -2.21  0.01
C  -1.77  0.97  -1.96
C  -2.13  0.09  -2.99
C  -3.42  0.13  -3.50
C  -4.27  1.21  -3.18
C  -3.78  2.22  -2.37
C  -2.53  2.15  -1.84
O  -0.70  0.67  -1.16
H  -1.56  -0.24  0.41
H  -1.41  -0.72  -3.28
H  -3.80  -0.65  -4.16
H  -5.27  1.25  -3.55
H  -4.43  3.07  -2.15
H  -2.07  2.98  -1.31
C  3.64  -2.23  -2.72
C  4.73  -1.36  -2.08
C  4.04  -0.25  -1.28
O  2.57  -0.29  -1.62
C  2.29  -1.62  -2.30
H  3.74  -2.21  -3.81
H  3.70  -3.27  -2.36
H  5.35  -0.86  -2.86
H  5.35  -2.00  -1.45
H  4.14  -0.43  -0.20
H  4.38  0.73  -1.55
H  1.70  -1.32  -3.19
H  1.71  -2.32  -1.65


4.
This record from the Open Molecules 2025 dataset describes a structure of composition C21H46AuNOP3S at a distorted geometry. The level of theory is wB97M-V/def2-TZVPD.

## Properties
Multiplicity: 3
LUMO energy (alpha / beta) (eV): -10.15 / -12.14
Expectation value of S²: 2.0278
Net charge: +3
Gap between HOMO and LUMO (alpha / beta) (Eh): 0.209 / 0.136

Element x y z (Å)
Au  0.46  -0.21  0.03
P  0.77  -2.56  -0.08
P  0.20  0.50  2.33
P  2.60  0.86  -0.17
H  -1.99  4.51  -8.07
C  -0.98  4.10  -8.20
C  -0.77  2.84  -8.58
H  -1.61  2.16  -8.79
C  -0.66  -3.45  -0.74
C  1.13  -3.37  1.51
C  2.18  -2.94  -1.17
C  -0.19  2.27  2.50
C  -1.11  -0.37  3.22
C  1.68  0.28  3.38
C  2.89  1.02  -1.95
C  3.96  -0.10  0.56
C  2.76  2.54  0.53
H  -0.14  4.80  -8.04
H  0.24  2.44  -8.74
H  -1.16  -2.87  -1.51
H  -1.37  -3.64  0.07
H  -0.31  -4.41  -1.15
H  0.34  -3.14  2.24
H  2.10  -3.03  1.90
H  1.17  -4.46  1.35
H  1.94  -2.63  -2.19
H  2.37  -4.02  -1.15
H  3.08  -2.40  -0.83
H  -0.17  2.55  3.56
H  -1.19  2.46  2.09
H  0.54  2.87  1.95
H  -1.17  0.05  4.23
H  -0.88  -1.44  3.28
H  -2.06  -0.24  2.68
H  1.39  0.51  4.41
H  2.49  0.96  3.08
H  2.03  -0.76  3.33
H  3.88  1.45  -2.13
H  2.12  1.65  -2.41
H  2.83  0.02  -2.42
H  4.89  0.48  0.51
H  4.10  -1.05  0.03
H  3.75  -0.34  1.62
H  3.73  2.97  0.24
H  2.70  2.55  1.63
H  1.96  3.18  0.13
C  -0.75  1.20  -3.09
C  -0.49  2.50  -2.61
C  -0.52  3.59  -3.48
C  -0.74  3.41  -4.85
C  -0.93  2.11  -5.33
C  -0.91  1.01  -4.49
S  -1.03  -0.13  -2.04
H  -0.45  1.22  -0.17
H  -0.32  2.64  -1.54
H  -0.38  4.59  -3.09
H  -0.77  4.26  -5.53
H  -1.08  1.97  -6.40
H  -1.07  0.00  -4.86
C  -6.02  -2.33  1.92
N  -4.58  -2.22  1.70
C  -3.79  -3.22  2.40
C  -3.99  -1.37  0.81
C  -4.85  -0.39  0.07
O  -2.76  -1.44  0.64
H  -6.24  -2.34  2.99
H  -6.42  -3.27  1.51
H  -6.55  -1.50  1.43
H  -4.04  -4.23  2.06
H  -2.74  -3.05  2.21
H  -3.98  -3.16  3.48
H  -4.20  0.18  -0.60
H  -5.63  -0.88  -0.52
H  -5.35  0.32  0.74


5.
This record from the Open Molecules 2025 dataset describes a structure of composition C21H47ErNO2SSi2 at a distorted geometry. The level of theory is wB97M-V/def2-TZVPD.

## Properties
Multiplicity: 4
LUMO energy (alpha / beta) (eV): -2.28 / -2.25
Expectation value of S²: 3.7533
Net charge: +1
Gap between HOMO and LUMO (alpha / beta) (Eh): 0.290 / 0.290

Element x y z (Å)
O  -1.76  -2.68  -0.84
O  -2.82  -1.47  -2.51
C  -0.31  -2.68  -1.02
C  0.44  -3.42  0.06
H  0.03  -1.63  -1.07
H  -0.16  -3.14  -2.00
H  0.60  -2.79  0.94
H  1.43  -3.65  -0.34
H  -0.02  -4.37  0.37
C  -2.34  -2.43  0.50
C  -3.73  -3.00  0.51
H  -2.31  -1.35  0.68
H  -1.68  -2.92  1.22
H  -4.36  -2.52  -0.25
H  -4.17  -2.82  1.49
H  -3.71  -4.08  0.32
C  -3.12  -0.08  -2.18
C  -2.29  -1.76  -3.85
C  -4.34  -0.05  -1.30
H  -3.29  0.45  -3.13
H  -2.24  0.36  -1.68
H  -5.10  -0.77  -1.62
H  -4.79  0.95  -1.33
H  -4.06  -0.27  -0.26
C  -3.33  -2.53  -4.62
H  -1.37  -2.34  -3.71
H  -2.05  -0.81  -4.34
H  -3.59  -3.46  -4.10
H  -2.95  -2.78  -5.61
H  -4.24  -1.94  -4.75
H  -2.27  -2.06  -1.64
Er  0.91  1.37  1.23
C  -0.07  2.28  -0.47
Si  0.86  2.39  -2.08
H  -0.24  3.35  -0.19
H  -1.09  1.87  -0.64
C  1.59  0.73  -2.61
C  2.32  3.56  -2.12
C  -0.35  3.03  -3.36
C  2.98  0.34  0.89
Si  3.79  1.54  2.06
H  3.50  0.30  -0.08
H  3.00  -0.68  1.30
C  4.69  2.88  1.11
C  4.98  0.73  3.26
C  2.43  2.45  3.07
H  0.19  3.42  -4.23
H  -0.94  3.85  -2.93
H  -1.05  2.26  -3.70
H  2.41  0.41  -1.95
H  1.99  0.86  -3.62
H  0.83  -0.07  -2.63
H  3.01  3.41  -1.29
H  1.98  4.60  -2.10
H  2.89  3.42  -3.06
H  5.55  -0.07  2.76
H  4.45  0.28  4.11
H  5.69  1.46  3.66
H  2.03  1.85  3.90
H  1.59  2.99  2.56
H  3.03  3.26  3.51
H  5.56  3.22  1.69
H  4.05  3.76  0.92
H  5.05  2.50  0.14
S  -1.22  2.10  2.74
C  -0.79  0.60  3.47
C  -1.31  0.19  4.71
C  -0.75  -0.90  5.35
C  0.29  -1.60  4.74
C  0.74  -1.22  3.48
N  0.18  -0.15  2.83
H  -2.09  0.81  5.13
H  -1.11  -1.19  6.34
H  0.78  -2.44  5.23
H  1.56  -1.71  2.95


6.
This record from the Open Molecules 2025 dataset describes a cluster of 10 separate species, C21H47F3N3O20S2 in total at a distorted geometry. The level of theory is wB97M-V/def2-TZVPD.

## Properties
Multiplicity: 1
LUMO energy (eV): -3.86
Net charge: +1
Gap between HOMO and LUMO (Eh): 0.272

Element x y z (Å)
N  15.46  3.91  0.21
H  15.17  4.78  0.66
H  15.94  3.25  0.81
H  16.22  4.04  -0.50
H  14.69  3.38  -0.25
N  15.25  2.51  -3.48
H  15.65  3.41  -3.12
H  15.14  2.52  -4.49
H  14.43  2.43  -2.84
H  15.88  1.72  -3.32
N  15.19  -0.03  -0.40
H  14.41  0.66  -0.56
H  14.82  -0.97  -0.24
H  15.77  0.37  0.32
H  15.65  0.01  -1.31
C  12.40  2.47  -1.37
O  13.76  2.13  -1.24
H  12.35  3.34  -2.03
H  11.82  1.64  -1.79
H  11.89  2.71  -0.43
C  17.35  5.20  -2.46
O  15.94  5.13  -2.75
O  17.52  4.25  -1.52
C  18.10  4.99  -3.81
F  19.36  4.61  -3.54
F  17.57  3.97  -4.55
F  18.16  6.09  -4.57
C  15.23  6.26  -3.34
C  13.86  5.66  -3.63
H  13.31  6.40  -4.21
H  13.91  4.74  -4.20
H  13.31  5.48  -2.70
H  15.68  6.64  -4.25
H  15.25  7.05  -2.59
H  17.47  6.24  -2.12
C  7.37  1.34  0.87
C  7.44  0.86  -0.56
C  8.65  1.31  -1.42
O  8.87  0.15  -2.21
C  8.33  -0.93  -1.60
O  8.45  -2.07  -1.90
O  7.50  -0.55  -0.59
H  6.39  1.05  1.27
H  7.41  2.42  1.01
H  8.13  0.89  1.50
H  6.59  1.16  -1.18
H  9.46  1.52  -0.71
H  8.39  2.20  -1.98
C  12.87  3.94  3.05
C  11.49  3.36  2.81
C  10.74  2.92  4.09
O  9.50  3.57  4.03
C  9.46  4.44  3.02
O  8.62  5.24  2.84
O  10.69  4.47  2.38
H  13.56  3.27  3.58
H  12.77  4.81  3.71
H  13.37  4.23  2.13
H  11.51  2.66  1.97
H  11.28  3.23  4.99
H  10.64  1.83  4.04
C  8.56  5.39  -0.70
C  10.05  5.67  -0.84
C  10.48  6.04  -2.28
O  11.20  7.22  -2.08
C  11.16  7.69  -0.84
O  11.63  8.72  -0.48
O  10.36  6.87  -0.10
H  7.90  6.13  -1.15
H  8.32  5.38  0.37
H  8.37  4.40  -1.11
H  10.65  4.81  -0.54
H  9.57  6.19  -2.86
H  11.21  5.32  -2.63
C  12.82  -1.82  3.30
C  13.49  -0.45  3.23
O  13.23  0.07  1.93
S  11.86  -0.60  1.29
O  12.25  -1.22  0.05
O  10.82  0.39  1.15
O  11.63  -1.58  2.55
H  12.73  -2.14  4.33
H  13.34  -2.57  2.70
H  14.56  -0.48  3.42
H  13.07  0.22  3.99
C  11.71  -1.47  -3.23
C  13.25  -1.25  -3.15
O  13.71  -0.81  -4.42
S  12.63  -1.17  -5.55
O  12.66  -2.56  -5.90
O  12.57  -0.15  -6.56
O  11.40  -0.93  -4.52
H  11.15  -0.81  -2.57
H  11.39  -2.50  -3.22
H  13.79  -2.18  -2.96
H  13.58  -0.54  -2.39


Number 1: energy -3082.0361 Ha. Number 2: energy -4797.6725 Ha. Number 3: energy -3159.3645 Ha. Number 4: energy -2514.6769 Ha. Number 5: energy -3025.5831 Ha. Number 6: energy -3593.1070 Ha.